# 1
# C43H53N2OS4SbSi4W

A molecular structure, C43H53N2OS4SbSi4W (ωB97M-V/def2-TZVPD, the OMol25 dataset).

Properties
Frontier orbital gap (alpha / beta) in eV: 6.6 / 6.6
HOMO (alpha / beta) in eV: -7.327 / -7.338
Energy above the lowest of the compared OMol25 structures with the same formula, charge and spin in kcal per mole: 0.0

```
! RIJCOSX wB97M-V def2-TZVPD def2/J DEFGRID3
* xyz 0 1
W 0.263 0.452 -0.388
C 0.480 3.696 1.993
Sb 1.079 1.749 2.707
C 1.923 0.501 1.042
C 2.230 -0.783 1.788
C 1.782 -2.025 1.317
C 2.102 -3.190 1.983
C 2.892 -3.117 3.119
C 3.319 -1.862 3.516
N 2.997 -0.736 2.888
Si 3.578 1.439 0.729
C 4.867 0.306 -0.028
C 3.462 2.911 -0.426
C 4.362 2.148 2.293
C -0.889 0.780 3.135
C -1.029 -0.548 2.472
C -1.358 -1.693 3.210
C -1.653 -2.895 2.607
C -1.655 -2.965 1.224
C -1.307 -1.829 0.534
N -0.940 -0.666 1.117
Si -0.742 0.707 5.063
C 0.601 -0.472 5.640
C -0.226 2.386 5.743
C -2.327 0.216 5.966
Si -2.517 1.749 2.726
C -2.934 3.110 3.956
C -2.534 2.604 1.059
C -3.904 0.483 2.744
H 1.396 4.284 1.935
H -0.137 4.120 2.787
H -0.046 3.746 1.049
H 1.221 -2.081 0.392
H 1.755 -4.143 1.604
H 3.182 -3.998 3.674
H 3.946 -1.750 4.395
H 4.606 -0.015 -1.036
H 5.088 -0.574 0.581
H 5.788 0.891 -0.100
H 3.268 2.621 -1.459
H 4.448 3.385 -0.392
H 2.729 3.663 -0.142
H 4.392 1.434 3.114
H 3.860 3.053 2.643
H 5.387 2.433 2.037
H -1.403 -1.633 4.282
H -1.906 -3.755 3.212
H -1.923 -3.859 0.683
H -1.301 -1.834 -0.548
H 1.545 -0.278 5.132
H 0.368 -1.531 5.532
H 0.756 -0.276 6.705
H 0.859 2.458 5.810
H -0.623 2.470 6.759
H -0.588 3.246 5.185
H -2.721 -0.764 5.702
H -3.137 0.933 5.849
H -2.074 0.184 7.030
H -2.256 3.958 3.861
H -2.992 2.834 5.005
H -3.923 3.466 3.652
H -2.559 3.689 1.170
H -3.396 2.292 0.467
H -1.642 2.342 0.495
H -3.975 -0.078 3.675
H -3.805 -0.229 1.921
H -4.848 1.014 2.598
O -3.230 4.599 -4.736
C -2.647 3.882 -3.978
S -1.103 4.315 -3.195
C -0.935 2.834 -2.299
C -1.897 1.906 -2.429
S -1.759 0.393 -1.591
S -3.225 2.266 -3.497
S 0.408 2.534 -1.215
C -2.541 -3.239 -4.325
C -1.870 -3.751 -3.224
C -0.755 -3.093 -2.726
C -0.291 -1.906 -3.299
C -0.965 -1.424 -4.422
C -2.077 -2.080 -4.930
Si 1.166 -1.011 -2.479
C 2.426 -2.413 -2.253
C 2.451 -3.405 -3.244
C 3.406 -4.410 -3.240
C 4.368 -4.451 -2.239
C 4.370 -3.476 -1.255
C 3.410 -2.472 -1.270
C 1.983 0.190 -3.682
C 1.250 1.185 -4.338
C 1.863 2.091 -5.188
C 3.235 2.027 -5.395
C 3.981 1.050 -4.757
C 3.359 0.138 -3.913
H -3.412 -3.747 -4.717
H -2.209 -4.671 -2.762
H -0.220 -3.525 -1.885
H -0.620 -0.523 -4.913
H -2.583 -1.683 -5.801
H 1.713 -3.393 -4.036
H 3.401 -5.160 -4.020
H 5.114 -5.236 -2.232
H 5.119 -3.490 -0.473
H 3.440 -1.718 -0.500
H 0.183 1.266 -4.169
H 1.271 2.851 -5.681
H 3.718 2.738 -6.054
H 5.051 0.994 -4.913
H 3.959 -0.624 -3.429
*
```

Here are the Löwdin charges for atoms 1 to 8, given in e:
1. W 0.803
2. C -0.318
3. Sb 1.490
4. C -0.622
5. C -0.472
6. C -0.092
7. C -0.054
8. C -0.062


# 2
# H27O14

14 unconnected molecules or ions with the total composition H27O14 in a non-equilibrium geometry (ωB97M-V/def2-TZVPD, the OMol25 dataset).

Properties
Frontier orbital gap in eV: 9.2
HOMO in eV: -6.828
Energy above the lowest of the compared OMol25 structures with the same formula, charge and spin in kcal per mole: 64.8

```
! RIJCOSX wB97M-V def2-TZVPD def2/J DEFGRID3
* xyz -1 1
O 2.878 -3.159 -1.489
H 2.896 -2.207 -1.396
O -2.251 2.227 -1.150
H -2.146 4.815 -0.356
H -0.758 -3.116 0.348
O 4.214 2.833 1.806
H -0.447 -2.239 -0.726
H -0.288 -0.299 0.056
O -0.637 -0.320 1.011
H 1.290 0.584 -1.182
H 0.016 0.072 1.565
O 2.083 1.292 -1.266
H 0.256 -0.106 -2.166
H -4.657 0.957 0.237
O -4.838 1.773 -0.250
H -2.056 4.107 0.904
H 2.343 0.157 -3.814
O 0.398 -0.598 -1.361
H -0.778 -2.355 2.859
H -4.004 2.180 -0.532
O -0.542 -3.238 -0.594
H 3.497 3.293 1.380
H 1.277 1.071 1.680
O -1.372 -1.789 3.350
H -1.234 -0.958 2.929
H 3.934 1.945 2.013
O -3.609 -0.153 2.195
H -2.797 -0.437 1.752
H -3.709 -0.659 2.996
O 1.980 0.974 -4.299
H 2.589 1.275 -0.460
H 2.255 0.076 1.183
O -1.443 4.591 0.281
H 0.478 -5.011 -0.567
H 1.531 1.415 -3.559
O 1.906 0.376 2.035
H -2.643 1.369 -1.443
H 2.396 -3.379 -2.281
O 1.343 -4.961 -0.140
H -1.667 2.723 -1.763
H 1.499 -4.094 -0.565
*
```

Here are the natural (NBO) charges for atoms 1 to 8, given in e:
1. O -0.948
2. H 0.487
3. O -0.992
4. H 0.459
5. H 0.462
6. O -0.954
7. H 0.518
8. H 0.524


# 3
# C6H18P4

A single C6H18P4 molecule in a non-equilibrium geometry (ωB97M-V/def2-TZVPD, the OMol25 dataset).

Properties
Frontier orbital gap in eV: 8.9
SMILES: CCC[C@H](C)CP(#[PH2])[PH]#[PH2]
HOMO in eV: -8.035
Energy above the lowest of the compared OMol25 structures with the same formula, charge and spin in kcal per mole: 0.0

```
! RIJCOSX wB97M-V def2-TZVPD def2/J DEFGRID3
* xyz 0 1
C -3.462 -0.864 -1.639
C -0.663 0.682 2.272
C -2.063 -0.836 -1.019
C -2.032 -0.080 0.303
C 0.240 1.199 -0.109
C -0.601 0.186 0.785
P 4.502 -1.540 0.557
P 2.825 1.647 -1.575
P 2.484 -1.101 0.257
P 2.251 1.123 0.423
H -3.312 -1.369 -2.515
H -3.860 0.128 -1.677
H -4.043 -1.473 -0.913
H -1.469 1.410 2.512
H 0.274 1.136 2.510
H -1.034 -0.227 2.778
H -1.723 -1.886 -0.875
H -1.251 -0.400 -1.733
H -2.697 0.862 0.444
H -2.430 -0.659 1.177
H 0.080 1.342 -1.294
H 0.140 2.176 0.384
H -0.143 -0.740 0.848
H 4.695 -1.362 -0.796
H 4.237 -2.919 0.110
H 4.238 1.480 -1.451
H 2.758 3.046 -1.426
H 2.058 -0.960 1.663
*
```

Here are the natural (NBO) charges for atoms 1 to 8, given in e:
1. C -0.598
2. C -0.618
3. C -0.390
4. C -0.401
5. C -0.612
6. C -0.225
7. P 0.025
8. P -0.022